1.
Here is C19H31F9OP2Tc as an isolated structure at a distorted geometry from the OMol25 dataset. Energies are from ωB97M-V/def2-TZVPD.

Geometry as ORCA input:
```
! wB97M-V def2-TZVPD RIJCOSX def2/J DEFGRID3
* xyz 2 4
P -0.078 -1.724 -2.776
P 0.075 1.773 -2.815
C -0.373 -0.631 -4.295
C 0.368 0.707 -4.313
H -1.464 -0.478 -4.346
H -0.058 -1.233 -5.160
H 1.459 0.564 -4.393
H 0.015 1.312 -5.163
C -1.589 2.445 -3.212
H -1.888 3.124 -2.402
H -2.324 1.630 -3.275
H -1.538 2.994 -4.164
C 1.176 3.184 -3.208
H 0.793 3.707 -4.098
H 2.195 2.809 -3.387
H 1.187 3.862 -2.343
C -1.064 -3.168 -3.357
H -1.030 -3.947 -2.585
H -0.644 -3.552 -4.301
H -2.108 -2.858 -3.502
C 1.613 -2.294 -3.236
H 2.311 -1.449 -3.274
H 1.572 -2.795 -4.214
H 1.958 -3.000 -2.470
Tc 0.151 -0.894 1.897
C 0.826 1.627 1.116
C -0.540 1.462 1.112
C -1.429 1.037 -0.015
C -1.690 -0.452 -0.346
C -0.695 -1.480 0.072
C 0.766 -1.308 -0.071
C 1.318 -0.075 -0.735
C 1.777 1.147 0.068
C 0.292 -2.753 2.678
H 1.313 2.138 1.962
H -1.108 1.956 1.914
H -1.149 1.556 -0.949
H -2.425 1.459 0.196
H -2.663 -0.720 0.093
H -1.886 -0.520 -1.429
H -1.070 -2.511 0.042
H 1.351 -2.237 -0.197
H 0.519 0.274 -1.446
H 2.163 -0.371 -1.369
H 2.751 0.926 0.529
H 1.983 1.953 -0.662
H 1.036 -2.785 3.498
H 0.589 -3.506 1.920
H -0.684 -3.062 3.112
F 1.997 -0.540 4.510
C 1.309 0.519 5.016
F 1.648 0.681 6.315
F 1.701 1.621 4.317
C -0.206 0.281 4.822
O -0.503 -0.137 3.536
C -0.742 -0.764 5.852
F -0.864 -0.232 7.099
F -1.950 -1.217 5.450
F 0.095 -1.829 5.927
C -0.959 1.627 5.068
F -0.564 2.229 6.219
F -0.723 2.496 4.048
F -2.297 1.423 5.117
*
```

orbital gap (spin up / spin down)	5.52 / 4.66	eV
energy	-2479.342845	Ha

=====

2.
Here is C35H36BiN2O5SSi as an isolated structure from the OMol25 dataset. Energies are from ωB97M-V/def2-TZVPD.

Geometry as ORCA input:
```
! wB97M-V def2-TZVPD RIJCOSX def2/J DEFGRID3
* xyz -1 1
Bi -0.803 0.183 -0.427
O -2.827 -2.584 -1.754
C -1.946 -3.438 -1.032
C -2.213 -3.390 0.462
N -1.483 -2.306 1.115
C -0.208 -2.746 1.669
C 0.855 -1.663 1.989
O 1.893 -2.117 2.492
O 0.599 -0.452 1.692
C -2.318 -1.544 2.018
C -3.390 -0.759 1.248
O -4.525 -0.704 1.703
O -3.026 -0.159 0.138
H -2.928 -1.751 -1.268
H -0.899 -3.166 -1.212
H -2.108 -4.444 -1.424
H -1.974 -4.356 0.928
H -3.287 -3.230 0.589
H 0.264 -3.411 0.944
H -0.345 -3.331 2.591
H -1.685 -0.820 2.533
H -2.820 -2.160 2.773
C 6.156 -2.223 -0.174
C 4.866 -2.865 -0.707
C 5.214 -4.171 -1.438
C 3.961 -3.214 0.474
C 4.191 -1.887 -1.672
C 4.760 -1.662 -2.941
C 4.189 -0.811 -3.868
C 3.015 -0.155 -3.518
S 2.019 0.909 -4.457
C 0.926 1.075 -3.090
N 1.297 0.411 -2.042
C 2.455 -0.326 -2.252
C 3.043 -1.192 -1.327
C -0.352 1.804 -3.191
C -0.622 2.598 -4.311
C -1.846 3.226 -4.439
C -2.813 3.053 -3.453
C -2.547 2.263 -2.345
C -1.314 1.627 -2.177
H 6.661 -2.905 0.517
H 5.926 -1.300 0.363
H 6.846 -1.984 -0.988
H 5.635 -4.885 -0.725
H 5.949 -4.025 -2.233
H 4.318 -4.615 -1.879
H 4.460 -3.955 1.105
H 3.019 -3.650 0.128
H 3.718 -2.359 1.107
H 5.679 -2.168 -3.211
H 4.639 -0.670 -4.844
H 2.587 -1.292 -0.345
H 0.130 2.724 -5.084
H -2.053 3.840 -5.307
H -3.776 3.543 -3.552
H -3.316 2.131 -1.590
C -4.596 5.025 -0.029
C -4.832 3.780 0.542
C -3.768 2.962 0.901
C -2.444 3.372 0.708
C -2.230 4.625 0.124
C -3.290 5.446 -0.240
Si -0.957 2.297 1.145
C -0.982 1.954 2.994
C 0.173 2.195 3.742
C 0.211 1.953 5.109
C -0.914 1.463 5.759
C -2.073 1.221 5.035
C -2.105 1.464 3.668
H -5.427 5.659 -0.315
H -5.846 3.435 0.700
H -3.988 1.975 1.296
H -1.212 4.962 -0.052
H -3.093 6.411 -0.693
H 0.208 3.200 0.919
H 1.064 2.563 3.241
H 1.124 2.137 5.663
H -0.885 1.262 6.824
H -2.958 0.838 5.530
H -3.025 1.259 3.130
*
```

energy above the lowest of the compared OMol25 structures with the same formula, charge and spin	13.17	kcal per mole
orbital gap	7.27	eV
energy	-2743.476753	Ha

=====

3.
Here is a 2-piece molecular cluster, C7H12NS2 overall at a distorted geometry from the OMol25 dataset. Energies are from ωB97M-V/def2-TZVPD.

Geometry as ORCA input:
```
! wB97M-V def2-TZVPD RIJCOSX def2/J DEFGRID3
* xyz 1 1
C -1.083 1.977 -0.632
C 0.630 1.726 1.212
C 0.863 0.469 0.399
C -0.272 -0.605 0.209
C -1.290 -0.389 -0.899
C 1.740 0.766 -0.863
C 0.428 -2.010 0.171
N -1.466 0.933 -1.080
S -0.185 3.090 0.172
S -3.747 -1.073 0.395
H -0.014 1.493 2.049
H 1.508 2.291 1.313
H 1.573 -0.247 1.060
H -0.977 -0.790 1.145
H -1.902 -1.040 -1.461
H 1.434 1.671 -1.276
H 1.669 -0.142 -1.541
H 2.692 0.847 -0.356
H 1.033 -2.014 -0.824
H -0.311 -2.738 0.389
H 1.119 -2.130 0.911
H -3.443 -2.087 -0.492
*
```

energy above the lowest of the compared OMol25 structures with the same formula, charge and spin	132.90	kcal per mole
orbital gap (spin up / spin down)	5.74 / 5.74	eV
energy	-1124.566721	Ha

=====

Question: Which formula does entry 3 have?
Answer: C7H12NS2

=====

Question: Which of these has the lowest energy?
Answer: C35H36BiN2O5SSi

=====

What did the first record say?
Here is C19H31F9OP2Tc as an isolated structure at a distorted geometry from the OMol25 dataset. Energies are from ωB97M-V/def2-TZVPD.

Geometry as ORCA input:
```
! wB97M-V def2-TZVPD RIJCOSX def2/J DEFGRID3
* xyz 2 4
P -0.078 -1.724 -2.776
P 0.075 1.773 -2.815
C -0.373 -0.631 -4.295
C 0.368 0.707 -4.313
H -1.464 -0.478 -4.346
H -0.058 -1.233 -5.160
H 1.459 0.564 -4.393
H 0.015 1.312 -5.163
C -1.589 2.445 -3.212
H -1.888 3.124 -2.402
H -2.324 1.630 -3.275
H -1.538 2.994 -4.164
C 1.176 3.184 -3.208
H 0.793 3.707 -4.098
H 2.195 2.809 -3.387
H 1.187 3.862 -2.343
C -1.064 -3.168 -3.357
H -1.030 -3.947 -2.585
H -0.644 -3.552 -4.301
H -2.108 -2.858 -3.502
C 1.613 -2.294 -3.236
H 2.311 -1.449 -3.274
H 1.572 -2.795 -4.214
H 1.958 -3.000 -2.470
Tc 0.151 -0.894 1.897
C 0.826 1.627 1.116
C -0.540 1.462 1.112
C -1.429 1.037 -0.015
C -1.690 -0.452 -0.346
C -0.695 -1.480 0.072
C 0.766 -1.308 -0.071
C 1.318 -0.075 -0.735
C 1.777 1.147 0.068
C 0.292 -2.753 2.678
H 1.313 2.138 1.962
H -1.108 1.956 1.914
H -1.149 1.556 -0.949
H -2.425 1.459 0.196
H -2.663 -0.720 0.093
H -1.886 -0.520 -1.429
H -1.070 -2.511 0.042
H 1.351 -2.237 -0.197
H 0.519 0.274 -1.446
H 2.163 -0.371 -1.369
H 2.751 0.926 0.529
H 1.983 1.953 -0.662
H 1.036 -2.785 3.498
H 0.589 -3.506 1.920
H -0.684 -3.062 3.112
F 1.997 -0.540 4.510
C 1.309 0.519 5.016
F 1.648 0.681 6.315
F 1.701 1.621 4.317
C -0.206 0.281 4.822
O -0.503 -0.137 3.536
C -0.742 -0.764 5.852
F -0.864 -0.232 7.099
F -1.950 -1.217 5.450
F 0.095 -1.829 5.927
C -0.959 1.627 5.068
F -0.564 2.229 6.219
F -0.723 2.496 4.048
F -2.297 1.423 5.117
*
```

orbital gap (spin up / spin down)	5.52 / 4.66	eV
energy	-2479.342845	Ha

=====

Question: Look up the energy of the first one.
Answer: -2479.342845 Ha